one.
DFT (ωB97M-V/def2-TZVPD) results for a cluster of 2 separate species, C11H18 in total.

The lowest unoccupied orbital energy is 0.9038 eV. Its net charge is 0. The highest occupied orbital energy comes out at -9.1 eV. For the HOMO-LUMO gap, the calculation gives 10.0396 eV. Its structure (SMILES) is Cc1ccccc1.CC(C)C.

Each line ends with the natural charge from an NBO analysis.
Cartesian coordinates (Å):
1 C 0.467 0.736 -1.873  -0.212
2 C 1.673 1.715 -2.074  -0.607
3 C -0.803 1.601 -1.510  -0.610
4 C 0.136 -0.242 -3.022  -0.613
5 H 0.598 0.199 -0.880  0.208
6 H 1.428 2.557 -1.511  0.210
7 H -1.702 1.086 -1.033  0.211
8 H -0.564 2.459 -0.819  0.190
9 H -1.162 2.089 -2.400  0.195
10 H -0.099 -1.155 -2.633  0.212
11 H -0.816 -0.041 -3.676  0.200
12 H 1.024 -0.124 -3.531  0.208
13 H 1.832 1.917 -3.081  0.200
14 H 2.583 1.154 -1.696  0.205
15 C -0.655 1.021 2.906  -0.616
16 C -1.205 -2.565 1.606  -0.202
17 C 0.060 -2.732 1.073  -0.215
18 C -1.457 -1.325 2.260  -0.204
19 C -0.484 -0.361 2.250  -0.022
20 C 1.058 -1.725 0.996  -0.212
21 C 0.751 -0.548 1.669  -0.216
22 H -1.955 -3.190 1.767  0.206
23 H 0.253 -3.667 0.631  0.204
24 H -2.312 -1.203 2.882  0.204
25 H 2.024 -2.052 0.485  0.229
26 H 0.219 1.344 3.661  0.203
27 H -1.441 0.921 3.558  0.211
28 H 1.259 0.388 1.817  0.216
29 H -0.710 1.743 2.178  0.216

***

two.
DFT (ωB97M-V/def2-TZVPD) results for a cluster of 2 separate species, C11H18 in total.

The lowest unoccupied orbital energy is 1.0632 eV. Its net charge is 0. The highest occupied orbital energy comes out at -8.8 eV. For the HOMO-LUMO gap, the calculation gives 9.8809 eV. Its structure (SMILES) is c1ccccc1.CCCCC.

Each line ends with the natural charge from an NBO analysis.
Cartesian coordinates (Å):
1 C 3.584 0.228 0.347  -0.170
2 C 2.864 1.418 0.269  -0.238
3 C 1.677 1.468 -0.459  -0.247
4 C 1.210 0.325 -1.095  -0.206
5 C 1.933 -0.856 -1.025  -0.199
6 C 3.125 -0.913 -0.310  -0.241
7 C -4.005 0.759 -0.122  -0.599
8 C -2.989 -0.325 -0.368  -0.385
9 C -1.680 -0.017 0.441  -0.396
10 C -0.538 -0.919 0.143  -0.413
11 C 0.656 -0.643 1.072  -0.642
12 H 4.522 0.190 0.901  0.208
13 H 3.219 2.311 0.787  0.219
14 H 1.117 2.399 -0.537  0.223
15 H 0.281 0.354 -1.667  0.224
16 H 1.565 -1.737 -1.530  0.220
17 H 3.684 -1.841 -0.241  0.220
18 H -4.313 0.814 0.914  0.201
19 H -3.497 1.698 -0.423  0.197
20 H -4.869 0.604 -0.755  0.206
21 H -2.778 -0.304 -1.449  0.189
22 H -3.409 -1.328 -0.072  0.196
23 H -1.344 1.024 0.271  0.187
24 H -1.952 -0.099 1.504  0.202
25 H -0.198 -0.930 -0.887  0.201
26 H -0.858 -1.961 0.373  0.198
27 H 0.344 -0.680 2.101  0.197
28 H 1.499 -1.375 0.950  0.217
29 H 1.153 0.337 0.866  0.230

***

Result of the stability comparison: one is the most stable of them.

***

one.
DFT (ωB97M-V/def2-TZVPD) results for the molecule C2H2FN3O.

The lowest unoccupied orbital energy is 0.4720 eV. Its net charge is 0. The highest occupied orbital energy comes out at -9.4 eV. For the HOMO-LUMO gap, the calculation gives 9.8885 eV. Its structure (SMILES) is Nc1onnc1F.

Each line ends with the natural charge from an NBO analysis.
Cartesian coordinates (Å):
1 C 0.715 -0.080 -0.031  0.481
2 C -0.591 -0.442 -0.210  0.286
3 H 1.634 -1.813 -0.164  0.408
4 H 2.674 -0.461 0.493  0.420
5 N 1.895 -0.808 -0.035  -0.808
6 N -0.624 1.723 0.035  0.084
7 N -1.228 0.646 -0.001  -0.182
8 O 0.824 1.130 0.025  -0.368
9 F -1.327 -1.618 0.102  -0.321

***

two.
DFT (ωB97M-V/def2-TZVPD) results for a cluster of 2 separate species, C2H2FN3O in total.

The lowest unoccupied orbital energy is -0.3703 eV. Its net charge is 0. The highest occupied orbital energy comes out at -9.9 eV. For the HOMO-LUMO gap, the calculation gives 9.4935 eV. Its structure (SMILES) is [O-][N+]#CF.N#CN.

Each line ends with the natural charge from an NBO analysis.
Cartesian coordinates (Å):
1 C 0.772 1.195 0.758  0.409
2 C -1.455 -1.796 0.399  0.515
3 N 0.587 1.098 1.890  -0.404
4 N -0.825 -1.397 -0.510  0.118
5 N 0.894 1.270 -0.525  -0.837
6 O -0.485 -1.048 -1.612  -0.396
7 F -1.493 -1.958 1.672  -0.235
8 H 1.612 0.735 -1.032  0.422
9 H 0.393 1.902 -1.041  0.409

***

three.
DFT (ωB97M-V/def2-TZVPD) results for the molecule C2H2FN3O.

The lowest unoccupied orbital energy is -0.4883 eV. Its net charge is 0. The highest occupied orbital energy comes out at -10.4 eV. For the HOMO-LUMO gap, the calculation gives 9.9316 eV. Its structure (SMILES) is OC1=NN=N[C@@H]1F.

Each line ends with the natural charge from an NBO analysis.
Cartesian coordinates (Å):
1 C 1.281 -0.594 0.050  0.211
2 C 0.218 0.405 -0.557  0.524
3 N 2.338 0.303 0.248  -0.190
4 N 0.737 1.559 -0.503  -0.389
5 N 2.049 1.439 -0.124  0.046
6 O -0.971 -0.053 -0.654  -0.605
7 F 1.810 -1.761 -0.384  -0.304
8 H 0.763 -0.888 1.078  0.201
9 H -1.570 0.725 -0.498  0.505

***

four.
DFT (ωB97M-V/def2-TZVPD) results for a cluster of 2 separate species, C2H2FN3O in total.

The lowest unoccupied orbital energy is -0.2118 eV. Its net charge is 0. The highest occupied orbital energy comes out at -9.9 eV. For the HOMO-LUMO gap, the calculation gives 9.6680 eV. Its structure (SMILES) is [O-][N+]#CF.N#CN.

Each line ends with the natural charge from an NBO analysis.
Cartesian coordinates (Å):
1 C -1.335 -0.629 -0.858  0.414
2 C 2.238 0.763 0.310  0.498
3 N -0.365 -0.757 -1.483  -0.373
4 N 2.081 -0.361 0.606  0.124
5 N -2.222 -0.131 0.075  -0.859
6 O 2.430 -1.420 1.006  -0.377
7 F 1.843 1.866 -0.254  -0.245
8 H -2.954 0.465 -0.278  0.411
9 H -1.716 0.205 0.876  0.408

***

Result of the stability comparison: three is the most stable of them.

***

one.
DFT (ωB97M-V/def2-TZVPD) results for a cluster of 2 separate species, C2H3F3Si in total.

The lowest unoccupied orbital energy (spin up / spin down) is 1.0698 / -2.7271 eV. Its net charge is 0. The highest occupied orbital energy (spin up / spin down) comes out at -8.7 / -10.8 eV. Its spin multiplicity is 3. For the HOMO-LUMO gap (spin up / spin down), the calculation gives 9.7883 / 8.0341 eV.

Each line ends with the Löwdin spin population.
Cartesian coordinates (Å):
1 C -0.291 0.400 0.086  0.128
2 C 0.463 -0.639 0.164  0.783
3 F 4.378 0.538 1.426  0.122
4 F 4.829 -1.321 -0.197  0.124
5 F 4.564 1.034 -1.026  0.125
6 Si 3.938 -0.010 0.000  0.594
7 H -1.378 0.326 0.060  0.036
8 H 0.073 1.412 0.045  0.024
9 H 0.420 -1.697 0.200  0.063

***

two.
DFT (ωB97M-V/def2-TZVPD) results for the molecule C2H3F3Si.

The lowest unoccupied orbital energy (spin up / spin down) is 0.8000 / -3.2798 eV. Its net charge is 0. The highest occupied orbital energy (spin up / spin down) comes out at -7.0 / -12.4 eV. Its spin multiplicity is 3. For the HOMO-LUMO gap (spin up / spin down), the calculation gives 7.7647 / 9.1013 eV.

Each line ends with the Löwdin spin population.
Cartesian coordinates (Å):
1 C 0.239 -0.354 -0.322  0.873
2 C -0.484 0.746 0.001  0.836
3 F -0.658 1.983 -2.565  0.007
4 F -2.258 2.931 -0.920  0.012
5 F 0.178 3.529 -0.673  0.021
6 Si -0.796 2.280 -1.025  0.123
7 H 0.414 -0.994 0.538  0.047
8 H 0.483 -0.588 -1.428  0.038
9 H -0.883 0.827 1.018  0.041

***

Result of the stability comparison: two is the most stable of them.

***

one.
DFT (ωB97M-V/def2-TZVPD) results for the ion C2H4BrN2 with charge +1.

The lowest unoccupied orbital energy is -6.0103 eV. Its net charge is +1. The highest occupied orbital energy comes out at -15.3 eV. For the HOMO-LUMO gap, the calculation gives 9.2989 eV. Its structure (SMILES) is CN(Br)C#[NH+].

Each line ends with the natural charge from an NBO analysis.
Cartesian coordinates (Å):
1 C -0.164 1.000 -0.059  0.735
2 C 0.440 -1.217 0.016  -0.448
3 N -0.490 -0.203 -0.214  -0.468
4 N 0.057 2.125 -0.144  -0.462
5 Br -2.352 -0.607 -0.190  0.380
6 H 0.306 -2.065 -0.713  0.272
7 H 1.485 -0.728 -0.084  0.245
8 H 0.624 -1.373 1.074  0.245
9 H 0.093 3.069 0.313  0.501

***

two.
DFT (ωB97M-V/def2-TZVPD) results for a cluster of 2 separate species, C2H4BrN2 in total.

The lowest unoccupied orbital energy (spin up / spin down) is -7.4172 / -5.6637 eV. Its net charge is +1. The highest occupied orbital energy (spin up / spin down) comes out at -14.0 / -15.2 eV. For the HOMO-LUMO gap (spin up / spin down), the calculation gives 6.5999 / 9.5320 eV.

Each line ends with the natural charge from an NBO analysis.
Cartesian coordinates (Å):
1 C 0.868 1.759 0.224  -0.233
2 C -0.921 -0.752 -0.141  0.241
3 N 1.421 0.840 -0.337  -0.033
4 N -1.290 -1.962 -0.104  -0.703
5 Br -2.003 0.688 0.115  0.301
6 H 1.079 2.785 0.554  0.299
7 H -0.118 1.776 0.659  0.246
8 H -0.594 -2.648 -0.260  0.443
9 H -2.244 -2.345 -0.054  0.440

***

Result of the stability comparison: one is the most stable of them.